The following is a quantum chemistry calculation of 2 unconnected molecules or ions with the total composition C4H13N at a distorted geometry, from the OMol25 dataset.

Results
Largest force on an atom   1.6 eV Å⁻¹
Total charge   0
LUMO   1.15 eV
Highest occupied orbital energy   -8.90 eV
Structure (SMILES)   CNC.CC

Last columns: bonded neighbours and bond lengths (Å).
CARTESIAN COORDINATES (ANGSTROEM)
1 C -1.948 -0.994 -1.134  N2 1.472, H4 1.083, H5 1.101, H6 1.089
2 N -1.942 0.419 -0.722  C1 1.472, C3 1.471, H7 0.996
3 C -1.660 0.483 0.721  N2 1.471, H8 1.096, H9 1.085, H10 1.090
4 H -0.937 -1.360 -1.001  C1 1.083
5 H -2.658 -1.609 -0.561  C1 1.101
6 H -2.344 -1.002 -2.149  C1 1.089
7 H -2.854 0.790 -0.880  N2 0.996
8 H -2.488 -0.018 1.233  C3 1.096
9 H -1.467 1.461 1.151  C3 1.085
10 H -0.757 -0.094 0.916  C3 1.090
11 C 2.085 -0.465 0.409  C12 1.530, H13 1.098, H14 1.089, H15 1.085
12 C 2.659 0.938 0.205  C11 1.530, H16 1.089, H17 1.094, H18 1.089
13 H 2.885 -1.196 0.236  C11 1.098
14 H 1.349 -0.678 -0.364  C11 1.089
15 H 1.752 -0.654 1.425  C11 1.085
16 H 2.831 1.250 -0.824  C12 1.089
17 H 1.917 1.659 0.563  C12 1.094
18 H 3.578 1.068 0.774  C12 1.089